A:
{
  "formula": "C6H13NO",
  "method": "ωB97M-V with the def2-TZVPD basis set",
  "homo_ha": -0.304,
  "homo_lumo_gap_ev": 9.22,
  "mol_weight_g_mol": 115.18,
  "smiles": "CCC[C@@H](C=O)NC",
  "species": ["C", "C", "C", "C", "C", "O", "N", "C", "H", "H", "H", "H", "H", "H", "H", "H", "H", "H", "H", "H", "H"],
  "positions_angstrom": [[-0.48, 1.03, -2.25], [0.36, -0.23, -2.09], [1.11, -0.35, -0.74], [0.33, -0.05, 0.53], [-0.83, -1.09, 0.70], [-1.73, -1.21, -0.07], [1.04, 0.45, 1.64], [0.18, 0.91, 2.71], [-1.24, 0.86, -3.02], [-1.05, 1.26, -1.36], [0.07, 1.90, -2.63], [-0.29, -1.10, -2.11], [1.07, -0.32, -2.91], [1.56, -1.32, -0.61], [2.01, 0.27, -0.77], [-0.69, 0.37, 0.43], [-0.53, -1.86, 1.45], [1.63, 1.18, 1.27], [-0.39, 1.80, 2.38], [-0.67, 0.24, 2.83], [0.69, 1.28, 3.59]]
}

---

B:
{
  "formula": "C6H13NO",
  "method": "ωB97M-V with the def2-TZVPD basis set",
  "homo_ha": -0.304,
  "homo_lumo_gap_ev": 8.91,
  "mol_weight_g_mol": 115.18,
  "smiles": "C=CNC/C=C/C.O",
  "species": ["C", "C", "N", "C", "C", "C", "C", "H", "H", "H", "H", "H", "H", "H", "H", "H", "H", "H", "O", "H", "H"],
  "positions_angstrom": [[2.18, -0.82, -1.22], [1.04, -0.87, -1.92], [-0.09, -0.04, -2.08], [-1.34, -0.49, -1.32], [-1.46, -0.21, 0.15], [-0.48, -0.45, 1.01], [-0.58, 0.07, 2.49], [2.33, -0.15, -0.38], [2.93, -1.54, -1.48], [0.83, -1.76, -2.52], [0.06, 0.94, -1.88], [-2.09, 0.05, -1.89], [-1.37, -1.59, -1.38], [-2.34, 0.26, 0.60], [0.45, -0.95, 0.85], [0.39, -0.12, 2.92], [-0.92, 1.09, 2.58], [-1.21, -0.66, 3.00], [0.71, 2.11, 0.68], [-0.22, 2.31, 0.78], [1.22, 2.82, 1.02]]
}

---

It comes down to B, which is 10.9 kcal/mol more stable than the next structure.

---

A:
{
  "formula": "C6H9N3",
  "method": "ωB97M-V with the def2-TZVPD basis set",
  "homo_ha": -0.297,
  "homo_lumo_gap_ev": 9.08,
  "mol_weight_g_mol": 123.16,
  "smiles": "C1=NN[C@H]2[C@@H]3CNC[C@@]132",
  "species": ["C", "N", "N", "C", "C", "C", "N", "C", "C", "H", "H", "H", "H", "H", "H", "H", "H", "H"],
  "positions_angstrom": [[1.48, 1.16, 0.33], [2.59, 0.60, 0.14], [2.20, -0.73, -0.18], [0.88, -0.91, -0.46], [-0.03, -0.64, 0.80], [-1.42, -0.98, 0.16], [-2.09, 0.29, -0.07], [-1.00, 1.25, -0.42], [0.28, 0.45, -0.06], [1.47, 2.16, 0.87], [3.07, -1.34, -0.63], [0.67, -1.26, -1.41], [0.11, -1.09, 1.83], [-2.10, -1.72, 0.73], [-1.32, -1.56, -0.95], [-2.55, 0.62, 0.72], [-1.06, 2.19, 0.16], [-1.19, 1.51, -1.56]]
}

---

B:
{
  "formula": "C6H9N3",
  "method": "ωB97M-V with the def2-TZVPD basis set",
  "homo_ha": -0.269,
  "homo_lumo_gap_ev": 7.96,
  "mol_weight_g_mol": 123.16,
  "species": ["C", "C", "N", "C", "C", "C", "N", "C", "N", "H", "H", "H", "H", "H", "H", "H", "H", "H"],
  "positions_angstrom": [[-0.42, -0.46, 1.66], [-0.75, -1.24, -0.61], [-0.16, -0.21, 0.24], [-0.54, 1.22, -0.21], [0.76, 1.52, -0.56], [1.35, 0.23, -0.14], [-1.76, 1.55, -0.08], [2.00, -0.54, -1.17], [2.52, -1.11, -2.02], [-1.95, 2.51, -0.34], [1.20, 2.33, -1.11], [1.92, 0.17, 0.80], [-0.02, -1.43, 1.95], [0.04, 0.33, 2.25], [-0.41, -2.23, -0.30], [-0.46, -1.05, -1.65], [-1.83, -1.16, -0.53], [-1.50, -0.43, 1.82]]
}

---

C:
{
  "formula": "C6H9N3",
  "method": "ωB97M-V with the def2-TZVPD basis set",
  "homo_ha": [-0.298, -0.296],
  "homo_lumo_gap_ev": [6.82, 5.82],
  "mol_weight_g_mol": 123.16,
  "species": ["C", "C", "C", "C", "C", "C", "N", "N", "N", "H", "H", "H", "H", "H", "H", "H", "H", "H"],
  "positions_angstrom": [[2.71, -1.05, 0.34], [2.73, 0.85, -0.69], [1.41, -0.54, 0.33], [0.05, -1.05, 0.80], [-0.82, 0.16, 1.07], [-1.12, 0.98, -1.21], [3.48, -0.16, -0.32], [1.50, 0.68, -0.21], [-0.71, 1.24, 0.16], [3.25, -1.88, 0.69], [2.87, 1.70, -1.22], [-0.30, -1.57, -0.01], [0.31, -1.74, 1.72], [-1.96, 0.03, 1.13], [-0.50, 0.73, 2.05], [-0.98, -0.03, -1.52], [-2.30, 1.27, -1.22], [-0.82, 1.88, -1.72]]
}

---

D:
{
  "formula": "C6H9N3",
  "method": "ωB97M-V with the def2-TZVPD basis set",
  "homo_ha": [-0.329, -0.298],
  "homo_lumo_gap_ev": [8.55, 6.82],
  "mol_weight_g_mol": 123.16,
  "species": ["C", "C", "C", "C", "C", "C", "N", "N", "N", "H", "H", "H", "H", "H", "H", "H", "H", "H"],
  "positions_angstrom": [[1.89, -0.23, -1.03], [-0.09, 0.35, 0.50], [-0.16, -0.96, 1.04], [1.08, 0.82, -0.33], [-2.32, 0.29, -0.88], [-0.52, -2.04, 1.66], [-1.24, -0.30, -1.06], [-0.83, 1.09, 1.29], [1.26, 2.08, -0.35], [-0.43, 2.01, 1.45], [2.05, 2.34, -0.93], [2.39, -0.87, -0.30], [1.23, -0.86, -1.63], [2.65, 0.21, -1.68], [-2.45, 0.93, 0.02], [-3.14, 0.18, -1.60], [-1.53, -2.17, 2.05], [0.18, -2.86, 1.79]]
}

---

It comes down to B, which is 37.2 kcal/mol more stable than the next structure.

---

A:
{
  "formula": "C6H9N3",
  "method": "ωB97M-V with the def2-TZVPD basis set",
  "homo_ha": [-0.286, -0.286],
  "homo_lumo_gap_ev": [7.61, 7.61],
  "mol_weight_g_mol": 123.16,
  "species": ["C", "C", "C", "C", "C", "C", "N", "N", "N", "H", "H", "H", "H", "H", "H", "H", "H", "H"],
  "positions_angstrom": [[2.06, -1.32, 0.23], [-0.27, -1.41, 0.18], [2.95, -1.26, 1.16], [3.84, -1.48, 2.07], [-2.48, 0.36, 0.18], [-1.41, 1.54, -1.59], [0.84, -2.03, 0.44], [-0.36, -0.29, -0.56], [-1.42, 0.50, -0.58], [2.33, -0.63, -0.67], [-1.03, -2.10, 0.57], [4.62, -2.32, 1.92], [3.90, -0.79, 2.87], [-3.09, 1.27, 0.11], [-2.72, -0.60, 0.60], [-2.30, 2.21, -1.45], [-0.45, 2.10, -1.40], [-1.21, 1.24, -2.68]]
}

---

B:
{
  "formula": "C6H9N3",
  "method": "ωB97M-V with the def2-TZVPD basis set",
  "homo_ha": [-0.328, -0.328],
  "homo_lumo_gap_ev": [8.92, 8.92],
  "mol_weight_g_mol": 123.16,
  "species": ["C", "C", "C", "C", "C", "C", "N", "N", "N", "H", "H", "H", "H", "H", "H", "H", "H", "H"],
  "positions_angstrom": [[2.34, -0.58, -0.62], [1.82, 0.40, 0.22], [-0.57, -1.47, -0.05], [-0.70, 0.74, -1.29], [-1.09, 0.55, 1.28], [-0.47, 0.09, 0.02], [2.43, -1.54, -1.22], [2.22, 1.77, 0.43], [2.35, 1.01, 1.38], [-0.18, -1.82, 0.95], [0.06, -1.98, -0.91], [-1.67, -1.76, 0.00], [-1.92, 0.84, -1.40], [-0.31, 1.71, -1.28], [-0.55, 0.03, -2.28], [-1.58, -0.29, 1.76], [-1.79, 1.34, 0.93], [-0.39, 0.98, 2.06]]
}

---

It comes down to A, which is 6.5 kcal/mol more stable than the next structure.

---

A:
{
  "formula": "C3H6N2O",
  "method": "ωB97M-V with the def2-TZVPD basis set",
  "homo_ha": -0.370,
  "homo_lumo_gap_ev": 10.48,
  "mol_weight_g_mol": 86.09,
  "smiles": "N#C[C@H](O)CN",
  "species": ["N", "C", "C", "O", "C", "N", "H", "H", "H", "H", "H", "H"],
  "positions_angstrom": [[2.41, 0.27, -1.80], [1.75, 0.46, -0.86], [0.76, 0.63, 0.21], [1.03, -0.07, 1.37], [-0.78, -0.01, -0.61], [-1.44, -0.90, 0.28], [0.52, 1.69, 0.39], [0.30, -0.82, 1.53], [-0.42, -0.51, -1.52], [-1.32, 0.93, -0.82], [-0.71, -1.29, 0.99], [-2.10, -0.38, 0.84]]
}

---

B:
{
  "formula": "C3H6N2O",
  "method": "ωB97M-V with the def2-TZVPD basis set",
  "homo_ha": -0.334,
  "homo_lumo_gap_ev": 9.84,
  "mol_weight_g_mol": 86.09,
  "smiles": "c1c[nH]cn1.O",
  "species": ["C", "C", "N", "C", "N", "H", "H", "H", "H", "O", "H", "H"],
  "positions_angstrom": [[0.33, -0.96, -0.98], [1.30, -0.19, -0.37], [0.88, 1.09, -0.38], [-0.39, 1.10, -0.97], [-0.70, -0.13, -1.30], [0.33, -2.03, -1.08], [2.32, -0.50, -0.21], [1.44, 1.86, -0.09], [-1.09, 1.91, -1.02], [-1.73, -0.50, 2.36], [-1.71, -1.47, 2.22], [-0.98, -0.19, 1.82]]
}

---

It comes down to B, which is 44.9 kcal/mol more stable than the next structure.